Arrangement 1

Entry from the OMol25 dataset: C14H15IrN9O2S2SbSe5 as an isolated structure (ωB97M-V/def2-TZVPD).

Summary:
HOMO-LUMO gap (alpha / beta): 6.394 / 5.373 eV
2S+1: 6
Molar mass: 1114.25 g/mol
Charge: -1

The geometry in XYZ format:
```
49
Properties=species:S:1:pos:R:3:mulliken_spin:R:1
C 2.0492 2.4740 -2.1591 -0.01
H -3.3137 -0.7006 -3.5040 0.00
N -2.3683 0.9791 -1.4843 0.01
N -0.0951 -2.1465 -1.7246 0.00
N 1.0200 -5.7420 5.3290 0.00
C 1.4234 -4.8879 4.3069 -0.01
C 2.0633 -4.5451 2.0061 0.00
N 2.1009 3.5691 -2.5184 0.03
N -1.7667 -0.1820 -1.0539 0.01
Se -0.9934 -1.2128 6.5995 0.42
H -1.0933 -2.3801 -3.4978 0.00
Se -3.6127 1.2304 4.5924 0.41
C -0.3241 -2.7949 -2.8519 0.00
N -3.7537 2.3369 -2.5260 0.00
Se 1.9917 0.6613 -1.6681 0.18
H 2.1812 -1.6350 3.7397 -0.01
S 2.5592 -2.0793 0.9513 0.04
C 0.8675 -2.6375 -0.9308 -0.01
C -4.0530 -0.0782 -2.9994 0.00
H 1.7823 -5.3495 -2.4269 0.00
Se 0.9483 1.6429 2.8439 0.67
C 2.0400 -2.6910 3.5476 0.02
H 0.5512 -5.2951 6.1025 0.00
H -1.1662 -0.6497 -1.7678 0.00
H -2.9229 4.0208 -1.6450 0.00
C 1.6371 -3.5392 4.5639 0.01
C 2.2489 -3.1925 2.2691 -0.01
C 1.6563 -5.3873 3.0223 0.00
S -0.8367 2.7238 0.0314 0.13
H -4.5547 -0.6933 -2.2512 0.00
N 1.4908 -3.8025 -1.1290 0.00
Ir 0.8621 0.4874 0.5924 2.16
H 0.5655 -6.5897 5.0281 0.00
Sb -1.3492 0.5705 5.0080 0.27
O 3.6154 -2.5963 0.1274 0.01
H 1.4447 -3.1320 5.5508 0.00
N -2.8777 3.0173 -1.7189 0.01
C -3.4099 1.0974 -2.3678 0.00
Se -0.4403 -0.2771 2.5044 0.56
C -2.0216 2.2367 -1.0392 0.01
H -2.4313 -0.8084 -0.6100 0.00
H 1.4983 -6.4390 2.8212 0.00
O 2.7683 -0.7747 1.5686 0.04
N 1.1194 -1.8993 0.2002 0.05
C 1.2491 -4.4180 -2.2685 0.00
H 0.1825 -4.4422 -4.1548 0.00
H -4.7886 0.2680 -3.7208 0.00
H 2.2232 -4.9165 1.0046 0.00
C 0.3561 -3.9407 -3.2163 0.00
```

Arrangement 2

Entry from the OMol25 dataset: C14H15IrN9O2S2SbSe5 as an isolated structure (ωB97M-V/def2-TZVPD).

Summary:
HOMO-LUMO gap (alpha / beta): 6.072 / 5.187 eV
2S+1: 6
Molar mass: 1114.25 g/mol
Charge: -1

The geometry in XYZ format:
```
49
Properties=species:S:1:pos:R:3:mulliken_spin:R:1
N 0.8292 -1.7193 0.2196 0.17
H 0.7576 -4.9694 -0.5495 0.00
Se -2.4930 -0.1286 0.1765 0.90
H 0.6562 4.6056 -2.1303 0.00
N 4.4629 0.5411 -6.2814 0.00
C 1.6423 2.4420 4.7582 0.00
H 1.1011 1.6979 -5.7506 0.00
H -0.4689 -0.2243 -2.5427 0.00
N 0.8324 3.2808 -3.7145 0.00
H 1.7017 0.3977 -4.7055 0.00
Sb -3.3496 -0.5295 2.6075 0.24
N 1.5463 3.2062 5.6167 0.02
C 1.1199 -3.9563 -0.4657 -0.01
H 5.0759 -1.4031 -2.1782 0.00
O 3.8154 1.8429 0.0559 0.00
Se 1.8801 1.2152 3.4032 0.10
O 4.8323 -0.4118 0.2296 0.00
C 4.3768 0.5408 -4.8815 0.00
C 0.8805 1.0967 -4.8725 0.00
N 0.2845 0.2202 -2.0363 0.07
H -0.0326 0.5268 -5.0512 0.00
Ir -0.1265 0.2152 0.6848 2.17
C 2.0737 -1.4270 -0.2770 -0.05
N 2.3461 -0.1023 -0.2105 0.03
H -0.6434 -3.1222 0.4960 0.00
C 4.7181 -0.5655 -2.7614 0.00
C 2.3754 -3.5859 -0.9154 0.01
C 0.7231 1.9957 -3.7066 0.00
C 0.3554 -2.9556 0.1008 0.01
Se -5.2477 0.8946 2.9392 0.34
C 4.0992 0.4915 -2.1080 0.00
H 3.0291 -4.3232 -1.3736 0.00
H 5.3315 -1.3674 -4.6537 0.00
N 2.8605 -2.3585 -0.8474 0.00
C 3.6320 1.5794 -2.8376 0.00
C 0.3832 2.6100 -1.5798 0.00
H 3.4076 2.4594 -4.7784 0.00
C 3.7675 1.6048 -4.2151 0.00
H 3.1911 2.4152 -2.3084 0.00
N 0.6318 3.6394 -2.4038 0.01
H 1.1648 -0.2813 -2.0760 -0.02
C 4.8526 -0.5401 -4.1410 0.00
N 0.4462 1.5355 -2.4335 0.01
Se -3.4545 -2.9305 2.6559 0.31
Se -0.3879 0.6625 3.0478 0.51
H 4.4619 1.4583 -6.6995 0.00
H 5.1971 -0.0384 -6.6567 0.00
S 3.8508 0.4668 -0.3488 0.01
S 0.1170 2.6671 0.0644 0.16
```

Least stable = arrangement 1

Arrangement 1

Entry from the OMol25 dataset: CH2F2N2 as an isolated structure (ωB97M-V/def2-TZVPD).

Summary:
HOMO-LUMO gap (alpha / beta): 7.641 / 11.067 eV
2S+1: 3
Molar mass: 80.04 g/mol
Charge: 0

The geometry in XYZ format:
```
7
Properties=species:S:1:pos:R:3:mulliken_spin:R:1
H -0.6777 1.4974 -0.8810 0.02
N 0.9447 0.0233 0.5974 0.72
F 0.1666 0.0958 -1.9451 0.03
N 0.3446 -0.6829 1.3402 0.83
C -0.3606 0.4281 -0.7776 0.36
H 0.9255 -0.9931 2.0496 0.03
F -1.3431 -0.3686 -0.3836 0.02
```

Arrangement 2

Entry from the OMol25 dataset: a 2-piece molecular cluster, CH2F2N2 overall (ωB97M-V/def2-TZVPD).

Summary:
HOMO-LUMO gap (alpha / beta): 9.218 / 7.308 eV
2S+1: 3
Molar mass: 80.04 g/mol
Charge: 0

The geometry in XYZ format:
```
7
Properties=species:S:1:pos:R:3:mulliken_spin:R:1
H 1.5084 -1.3644 -0.3424 0.93
F -2.1563 -0.0841 -0.1520 0.15
N -0.7338 -0.6000 -0.1868 0.08
H -0.6709 -1.5078 0.0317 -0.01
F 1.5175 2.0078 0.2149 0.09
C 0.2454 0.1583 0.1765 0.35
N 0.2899 1.3903 0.2581 0.41
```

Least stable = arrangement 2